(1)
ORCA calculation (ωB97M-V with the def2-TZVPD basis set) on C24H38GaGeN2O5S as an isolated structure.

## Properties
2S+1   2
Total charge   +2
Highest occupied orbital energy (alpha / beta)   -14.6 / -14.6 eV
Frontier orbital gap (alpha / beta)   0.3324 / 0.2161 Ha
Relative energy (zero: lowest compared OMol25 entry of this formula, charge and spin)   0.0000 eV

XYZ file:
```
72
C24H38GaGeN2O5S ωB97M-V with the def2-TZVPD basis set
Ga 0.794 -0.252 0.485
C -1.253 -3.508 0.717
C 0.245 -3.290 0.799
C 0.894 -3.317 -0.571
C 0.916 -4.260 1.752
O 0.470 -1.922 1.346
Ge 0.088 -1.314 3.128
O -1.598 -0.349 2.278
C -2.857 -0.126 2.738
C -3.722 -0.988 1.681
C -3.270 1.336 2.505
C -3.105 -0.632 4.147
O 0.990 0.176 2.334
C 1.429 1.437 3.008
C 0.272 2.414 2.949
C 1.790 1.066 4.434
C 2.640 1.937 2.244
H -1.464 -4.482 0.276
H -1.720 -2.739 0.101
H -1.699 -3.499 1.716
H 0.776 -4.306 -1.011
H 1.965 -3.117 -0.495
H 0.424 -2.597 -1.244
H 0.802 -5.277 1.378
H 0.461 -4.228 2.745
H 1.982 -4.048 1.843
H -3.511 -0.648 0.671
H -4.754 -0.778 1.958
H -3.495 -2.042 1.804
H -3.022 1.655 1.495
H -2.749 1.970 3.223
H -4.341 1.435 2.670
H -2.870 -1.694 4.235
H -4.150 -0.490 4.418
H -2.496 -0.071 4.859
H -0.573 2.040 3.528
H -0.045 2.588 1.920
H 0.573 3.369 3.380
H 0.921 0.709 4.993
H 2.161 1.949 4.953
H 2.573 0.307 4.461
H 2.368 2.247 1.235
H 3.418 1.173 2.205
H 3.053 2.808 2.753
C -0.665 1.506 -7.182
C -0.699 1.384 -5.688
C -0.243 0.225 -5.057
C -0.259 0.108 -3.679
C -0.747 1.172 -2.927
C -1.213 2.340 -3.525
C -1.184 2.432 -4.903
S -0.738 1.110 -1.196
O -1.792 1.872 -0.617
O -0.724 -0.358 -0.787
N 0.689 1.576 -0.587
C 1.843 1.153 -1.270
C 2.498 1.797 -2.305
C 3.670 1.229 -2.774
C 4.166 0.053 -2.210
C 3.468 -0.541 -1.186
N 2.325 0.006 -0.741
H -0.666 0.530 -7.662
H 0.241 2.030 -7.494
H -1.515 2.078 -7.549
H 0.114 -0.602 -5.657
H 0.074 -0.802 -3.199
H -1.607 3.146 -2.921
H -1.557 3.328 -5.382
H 2.098 2.716 -2.708
H 4.214 1.709 -3.577
H 5.089 -0.387 -2.558
H 3.804 -1.447 -0.700
```

(2)
ORCA calculation (ωB97M-V with the def2-TZVPD basis set) on C24H38GeIN2O5PdS as an isolated structure.

## Properties
2S+1   6
Total charge   +2
Highest occupied orbital energy (alpha / beta)   -14.7 / -14.8 eV
Frontier orbital gap (alpha / beta)   0.3565 / 0.2117 Ha
Relative energy (zero: lowest compared OMol25 entry of this formula, charge and spin)   0.1654 eV

XYZ file:
```
73
C24H38GeIN2O5PdS ωB97M-V with the def2-TZVPD basis set
Pd 0.575 0.337 0.450
C 4.237 -0.375 -1.217
C 3.150 -1.430 -1.132
C 3.167 -2.159 0.201
C 3.214 -2.399 -2.301
O 1.878 -0.689 -1.224
Ge 0.337 -1.291 -1.939
O -0.241 -2.215 -0.534
C -1.424 -3.071 -0.485
C -1.035 -4.261 0.374
C -1.798 -3.508 -1.894
C -2.545 -2.256 0.143
O -0.515 0.277 -1.560
C -0.810 1.388 -2.476
C -2.320 1.533 -2.500
C -0.137 2.618 -1.888
C -0.246 1.056 -3.847
H 5.216 -0.838 -1.101
H 4.210 0.131 -2.182
H 4.109 0.359 -0.422
H 4.055 -2.787 0.275
H 3.192 -1.443 1.024
H 2.287 -2.799 0.300
H 4.176 -2.911 -2.309
H 2.442 -3.172 -2.219
H 3.108 -1.874 -3.252
H -0.216 -4.816 -0.082
H -0.720 -3.928 1.366
H -1.882 -4.936 0.500
H -0.972 -4.038 -2.372
H -2.654 -4.182 -1.867
H -2.087 -2.647 -2.508
H -2.298 -1.989 1.174
H -2.719 -1.340 -0.424
H -3.472 -2.829 0.166
H -2.696 1.687 -1.488
H -2.609 2.388 -3.112
H -2.787 0.641 -2.919
H -0.567 2.849 -0.912
H 0.940 2.447 -1.789
H -0.281 3.481 -2.538
H -0.708 0.152 -4.253
H -0.458 1.866 -4.545
H 0.839 0.931 -3.807
C 4.833 7.225 2.516
C 4.091 5.925 2.484
C 3.719 5.347 1.266
C 3.024 4.155 1.226
C 2.689 3.542 2.432
C 3.047 4.087 3.663
C 3.749 5.276 3.674
S 1.838 2.044 2.400
O 2.441 1.131 1.423
O 1.592 1.544 3.722
N 0.351 2.216 1.625
C -0.716 2.788 2.172
C -0.675 3.675 3.292
C -1.858 4.184 3.775
C -3.041 3.828 3.143
C -2.990 2.961 2.018
N -1.887 2.460 1.540
H 5.367 7.403 1.585
H 5.545 7.252 3.339
H 4.132 8.050 2.662
H 3.993 5.835 0.340
H 2.759 3.702 0.279
H 2.799 3.575 4.584
H 4.050 5.706 4.621
H 0.269 3.933 3.748
H -1.862 4.850 4.627
H -3.997 4.204 3.480
H -3.911 2.690 1.513
I 0.226 -1.101 2.719
```

(3)
ORCA calculation (ωB97M-V with the def2-TZVPD basis set) on C24H38N11O4S2 as an isolated structure.

## Properties
Total charge   -1
Highest occupied orbital energy   -6.0 eV
Frontier orbital gap   0.2903 Ha
Relative energy (zero: lowest compared OMol25 entry of this formula, charge and spin)   0.0000 eV

XYZ file:
```
79
C24H38N11O4S2 ωB97M-V with the def2-TZVPD basis set
C 4.690 -4.944 1.311
C 3.768 -3.884 0.762
C 2.438 -4.165 0.472
C 1.596 -3.173 -0.011
C 2.061 -1.885 -0.213
C 1.138 -0.805 -0.715
S 0.453 0.246 0.589
O 0.304 1.545 -0.065
O 1.347 0.226 1.716
N -1.026 -0.265 0.888
S -1.325 -1.325 2.043
O -0.445 -2.473 2.080
O -1.549 -0.665 3.316
C -2.943 -1.899 1.557
C -3.115 -2.810 0.321
N -2.662 -2.174 -0.912
N -2.501 -4.114 0.507
N -4.583 -3.032 0.278
C 3.399 -1.605 0.058
C 4.237 -2.593 0.541
H 4.215 -5.925 1.287
H 5.618 -4.981 0.736
H 4.957 -4.710 2.346
H 2.039 -5.162 0.634
H 0.553 -3.384 -0.212
H 0.308 -1.254 -1.262
H 1.676 -0.105 -1.358
H -3.581 -1.020 1.455
H -3.294 -2.471 2.419
H -2.262 -1.259 -0.747
H -2.014 -2.738 -1.441
H -1.985 -4.165 1.374
H -1.884 -4.355 -0.253
H -4.745 -3.697 -0.473
H -5.010 -2.160 -0.021
H 3.759 -0.598 -0.123
H 5.276 -2.362 0.757
C -2.231 0.772 6.003
C -3.573 1.216 6.354
N -4.630 1.556 6.643
H -1.627 1.623 5.692
H -1.766 0.301 6.867
H -2.265 0.060 5.179
C 0.503 4.788 -0.686
C 1.789 5.317 -1.120
N 2.792 5.762 -1.453
H -0.279 5.129 -1.364
H 0.526 3.696 -0.680
H 0.279 5.149 0.316
C -4.163 4.460 4.819
C -4.482 5.872 4.643
N -4.738 6.983 4.520
H -3.194 4.239 4.373
H -4.137 4.213 5.878
H -4.921 3.844 4.340
C 2.080 8.651 0.804
C 0.788 8.104 1.200
N -0.225 7.657 1.501
H 2.110 8.780 -0.276
H 2.238 9.613 1.289
H 2.873 7.965 1.093
C -1.015 2.420 -2.986
C -1.193 1.015 -3.314
N -1.304 -0.110 -3.509
H -0.035 2.556 -2.534
H -1.098 3.031 -3.884
H -1.772 2.722 -2.265
C 1.961 -1.125 -4.548
C 3.136 -1.505 -3.772
N 4.057 -1.798 -3.157
H 1.524 -2.008 -5.011
H 1.212 -0.666 -3.903
H 2.249 -0.413 -5.320
C 1.715 -4.961 -7.375
C 1.382 -4.945 -5.956
N 1.123 -4.928 -4.839
H 2.745 -5.284 -7.509
H 1.054 -5.646 -7.902
H 1.599 -3.963 -7.794
```

(4)
ORCA calculation (ωB97M-V with the def2-TZVPD basis set) on C24H38N3O3RuSSb as an isolated structure.

## Properties
2S+1   2
Total charge   +1
Highest occupied orbital energy (alpha / beta)   -10.8 / -10.9 eV
Frontier orbital gap (alpha / beta)   0.2617 / 0.2621 Ha
Relative energy (zero: lowest compared OMol25 entry of this formula, charge and spin)   3.1785 eV

XYZ file:
```
71
C24H38N3O3RuSSb ωB97M-V with the def2-TZVPD basis set
Ru -0.596 0.118 -0.617
N -3.704 -1.755 1.453
C -2.599 -1.180 0.992
O -2.433 -1.000 -0.234
C -1.539 -0.695 1.944
C -0.179 -0.704 1.233
H -4.426 -2.033 0.807
H -3.850 -1.895 2.437
H -1.536 -1.288 2.863
H -1.815 0.326 2.229
H 0.230 -1.707 1.263
H 0.521 -0.037 1.740
C 8.279 1.901 4.032
C 6.987 2.007 3.275
C 6.691 3.136 2.517
C 5.507 3.236 1.804
C 4.605 2.183 1.879
C 4.867 1.043 2.622
C 6.061 0.964 3.315
S 3.056 2.311 0.989
O 1.997 2.665 1.922
O 3.313 3.135 -0.182
N 0.577 1.497 -0.637
C -0.278 2.543 -1.038
C 0.065 3.880 -1.023
C -0.908 4.798 -1.396
C -2.170 4.348 -1.754
C -2.432 2.981 -1.742
N -1.508 2.095 -1.409
H 8.863 2.814 3.945
H 8.882 1.075 3.655
H 8.092 1.716 5.091
H 7.399 3.954 2.477
H 5.293 4.105 1.201
H 4.150 0.234 2.669
H 6.278 0.080 3.901
H 1.063 4.165 -0.723
H -0.686 5.856 -1.402
H -2.947 5.042 -2.042
H -3.403 2.591 -2.019
C 3.540 -1.655 0.349
C 2.672 -2.586 -0.491
C 2.135 -3.754 0.335
Sb 1.185 -1.450 -1.562
C 2.323 -0.448 -3.087
C 3.163 -1.442 -3.881
C 3.160 0.718 -2.571
C 0.156 -2.928 -2.741
C -0.893 -3.678 -1.922
C -0.479 -2.249 -3.954
H 4.356 -2.218 0.807
H 2.950 -1.210 1.155
H 3.978 -0.845 -0.231
H 3.260 -3.007 -1.312
H 1.491 -3.432 1.146
H 2.975 -4.285 0.790
H 1.590 -4.474 -0.274
H 1.526 -0.047 -3.721
H 3.989 -1.824 -3.277
H 3.603 -0.947 -4.748
H 2.587 -2.295 -4.246
H 3.987 0.376 -1.948
H 2.578 1.430 -1.994
H 3.603 1.249 -3.417
H 0.934 -3.622 -3.070
H -1.672 -2.999 -1.567
H -0.467 -4.185 -1.056
H -1.373 -4.435 -2.545
H -1.152 -1.439 -3.654
H -1.076 -2.975 -4.510
H 0.263 -1.839 -4.638
```

(5)
ORCA calculation (ωB97M-V with the def2-TZVPD basis set) on C24H38N4O7PS2Tb as an isolated structure.

## Properties
2S+1   7
Highest occupied orbital energy (alpha / beta)   -8.6 / -8.5 eV
Frontier orbital gap (alpha / beta)   0.3278 / 0.3274 Ha

XYZ file:
```
77
C24H38N4O7PS2Tb ωB97M-V with the def2-TZVPD basis set
Tb -0.041 0.414 0.926
O 0.089 -5.620 1.411
C 0.342 -4.310 1.589
C 1.435 -3.668 1.006
C 1.572 -2.313 1.210
N 0.723 -1.620 1.962
C -0.320 -2.232 2.527
C -0.555 -3.578 2.369
C -1.250 -1.248 3.240
O -2.025 -1.636 4.091
O -1.093 -0.031 2.826
C 2.557 -1.413 0.458
O 3.655 -1.831 0.131
O 2.040 -0.265 0.194
H 0.751 -6.013 0.834
H 2.139 -4.189 0.368
H -1.425 -4.050 2.805
C -3.255 1.032 -0.704
N -2.757 1.202 0.671
C -3.629 0.398 1.542
C -2.882 2.616 1.043
C -1.696 3.445 0.577
N -0.438 3.102 1.271
C 0.645 3.874 0.640
C -0.535 3.515 2.679
H -4.305 1.353 -0.776
H -3.193 -0.015 -0.985
H -2.666 1.610 -1.410
H -4.679 0.699 1.425
H -3.336 0.510 2.581
H -3.533 -0.655 1.275
H -2.973 2.679 2.127
H -3.795 3.047 0.612
H -1.926 4.506 0.749
H -1.544 3.303 -0.494
H 0.406 4.945 0.625
H 0.800 3.535 -0.382
H 1.570 3.737 1.198
H -0.892 4.551 2.757
H 0.446 3.459 3.144
H -1.209 2.859 3.227
C -1.289 -0.954 -5.641
C -2.092 -1.154 -4.367
C -2.148 -2.608 -3.932
O -1.594 -0.275 -3.334
P -0.411 -0.468 -2.291
S 0.047 1.404 -1.744
S -0.994 -1.673 -0.785
O 0.664 -1.181 -3.231
C 2.059 -1.471 -2.934
C 2.956 -0.317 -3.339
C 2.399 -2.748 -3.673
H -1.770 -1.479 -6.467
H -0.276 -1.334 -5.515
H -1.240 0.106 -5.889
H -3.108 -0.787 -4.525
H -1.146 -2.987 -3.729
H -2.597 -3.202 -4.728
H -2.750 -2.718 -3.030
H 2.153 -1.660 -1.874
H 2.873 -0.134 -4.412
H 3.989 -0.560 -3.086
H 2.675 0.585 -2.805
H 2.418 -2.588 -4.753
H 1.669 -3.525 -3.445
H 3.383 -3.087 -3.346
C 3.574 2.133 4.594
C 2.329 1.649 4.963
C 1.462 1.215 3.974
N 1.770 1.241 2.673
C 2.984 1.676 2.329
C 3.911 2.137 3.250
H 4.270 2.494 5.340
H 2.029 1.605 6.001
H 0.480 0.837 4.225
H 3.224 1.637 1.273
H 4.879 2.485 2.918
```

(6)
ORCA calculation (ωB97M-V with the def2-TZVPD basis set) on C24H38NOPbSb2 as an isolated structure in a non-equilibrium geometry.

## Properties
Total charge   +1
Highest occupied orbital energy   -11.1 eV
Frontier orbital gap   0.2682 Ha
Relative energy (zero: lowest compared OMol25 entry of this formula, charge and spin)   0.0000 eV

XYZ file:
```
67
C24H38NOPbSb2 ωB97M-V with the def2-TZVPD basis set
Pb -2.265 16.259 8.228
C -2.676 12.530 5.869
Sb -1.497 13.756 7.101
C 0.208 13.887 5.978
C -0.703 12.563 8.759
C -1.663 11.461 8.933
C -1.547 10.261 8.149
C -2.421 9.213 8.369
C -3.463 9.274 9.315
C -3.604 10.430 10.087
C -2.745 11.538 9.862
C -2.810 12.645 10.841
Sb -3.669 14.534 10.335
C -5.799 14.041 10.154
C -3.721 15.154 12.435
H -3.333 13.200 5.414
H -3.103 11.680 6.400
H -1.977 12.082 5.136
H 0.105 13.753 4.919
H 0.900 13.074 6.345
H 0.683 14.915 6.143
H -0.551 13.221 9.615
H 0.331 12.372 8.406
H -0.671 10.154 7.519
H -2.225 8.239 7.835
H -4.221 8.449 9.260
H -4.407 10.465 10.843
H -1.841 12.935 11.219
H -3.430 12.428 11.720
H -5.949 13.231 10.863
H -5.944 13.656 9.173
H -6.463 14.897 10.362
H -2.952 15.898 12.657
H -3.583 14.282 13.121
H -4.754 15.566 12.536
O -0.448 16.472 8.752
C -2.334 18.154 2.394
C -2.911 17.256 3.476
C -3.473 16.003 3.137
C -4.212 15.262 4.045
C -5.042 14.071 3.587
C -4.309 15.727 5.353
C -3.786 16.963 5.737
C -3.074 17.700 4.818
N -3.741 17.389 7.177
C -4.909 17.964 7.864
C -4.624 18.274 9.310
C -5.417 19.219 7.028
C -6.141 17.030 7.839
H -2.321 17.646 1.479
H -1.387 18.610 2.556
H -3.009 19.003 2.234
H -3.424 15.725 2.107
H -5.995 14.492 3.324
H -5.113 13.257 4.301
H -4.620 13.588 2.647
H -4.719 15.049 6.071
H -2.527 18.611 5.250
H -3.698 18.874 9.362
H -4.603 17.328 9.873
H -5.382 18.953 9.696
H -6.111 19.809 7.666
H -5.908 18.928 6.058
H -4.554 19.828 6.790
H -5.931 16.020 8.257
H -6.535 16.868 6.827
H -6.973 17.531 8.392
```